(1)
C31H37N4O4PSTi | wB97M-V/def2-TZVPD

Each line ends with the Löwdin charge.
Positions of all 79 atoms, in Å:
Ti -0.44 -0.23 -0.50  0.548
N 2.22 0.08 2.10  0.099
C 1.73 0.88 3.13  -0.332
C 2.34 0.82 4.38  -0.042
C 1.87 1.57 5.44  -0.087
C 0.78 2.42 5.26  -0.089
C 0.18 2.49 4.02  -0.085
C 0.62 1.72 2.94  -0.310
P -0.18 1.85 1.29  1.092
C -1.77 2.65 1.72  -0.380
C -2.13 3.92 1.31  -0.061
C -3.38 4.44 1.64  -0.067
C -4.27 3.70 2.40  -0.081
C -3.92 2.42 2.83  -0.075
C -2.68 1.91 2.49  -0.138
C 0.80 3.18 0.49  -0.353
C 0.46 3.57 -0.80  -0.108
C 1.21 4.53 -1.46  -0.065
C 2.33 5.08 -0.85  -0.086
C 2.68 4.69 0.44  -0.084
C 1.91 3.74 1.11  -0.079
H 3.16 -0.26 2.24  0.101
H 2.06 0.37 1.14  0.041
H 3.19 0.17 4.52  0.109
H 2.36 1.50 6.40  0.104
H 0.42 3.02 6.08  0.101
H -0.66 3.16 3.88  0.105
H -1.44 4.52 0.72  0.102
H -3.65 5.44 1.31  0.107
H -5.24 4.11 2.65  0.103
H -4.60 1.84 3.43  0.106
H -2.39 0.92 2.84  0.098
H -0.37 3.12 -1.33  0.084
H 0.93 4.81 -2.47  0.112
H 2.92 5.82 -1.37  0.100
H 3.55 5.12 0.92  0.100
H 2.19 3.45 2.11  0.100
N 0.01 -1.91 1.14  -0.031
C -0.98 -2.79 1.79  -0.238
C -2.38 -2.19 1.76  -0.192
C -3.06 -2.36 0.39  -0.209
C -3.72 -1.12 -0.19  -0.224
N -2.79 0.02 -0.30  -0.007
H 0.73 -2.46 0.69  0.086
H 0.50 -1.35 1.83  0.045
H -0.68 -3.00 2.81  0.111
H -1.00 -3.73 1.25  0.119
H -2.32 -1.13 2.03  0.080
H -2.98 -2.67 2.54  0.110
H -3.81 -3.14 0.44  0.115
H -2.31 -2.69 -0.34  0.046
H -4.59 -0.83 0.41  0.116
H -4.07 -1.36 -1.19  0.110
H -2.96 0.69 0.45  0.045
H -2.97 0.52 -1.17  0.079
O -1.46 2.48 -3.52  0.026
C -1.36 1.35 -3.04  -0.604
O -0.55 1.05 -2.08  -0.222
C -2.27 0.23 -3.54  -0.165
C -3.36 0.66 -4.31  -0.043
C -4.28 -0.22 -4.84  -0.097
C -4.11 -1.58 -4.61  -0.102
C -3.04 -2.03 -3.86  -0.153
C -2.09 -1.15 -3.30  -0.602
S -0.77 -1.91 -2.39  0.581
H -3.44 1.72 -4.48  0.110
H -5.11 0.15 -5.43  0.094
H -4.81 -2.30 -5.01  0.097
H -2.91 -3.09 -3.68  0.086
N 3.75 0.30 -3.83  0.016
C 3.29 -0.65 -2.83  -0.136
C 2.46 0.06 -1.78  -0.498
O 2.54 1.37 -1.80  0.148
O 1.77 -0.54 -0.97  -0.053
H 4.66 0.05 -4.21  0.086
H 3.11 1.60 -2.56  0.115
H 3.10 0.38 -4.60  0.099
H 4.14 -1.10 -2.31  0.137
H 2.66 -1.46 -3.22  0.128

Summary:
Kohn-Sham gap (spin up / spin down): 5.9466 / 6.8572 eV
HOMO level (spin up / spin down): -5.707 / -6.622 eV
DFT total energy: -3312.64365 hartree
LUMO level (spin up / spin down): 0.240 / 0.235 eV
2S+1: 3
Energy above the lowest of the compared OMol25 structures with the same formula, charge and spin: 9.1 kcal/mol
Maximum force: 0.0091 Eh/bohr



(2)
C31H37N9ORuSSbSe4Te | wB97M-V/def2-TZVPD

Each line ends with the Löwdin charge.
Positions of all 86 atoms, in Å:
Ru 1.39 0.35 -1.28  0.494
C -3.33 -0.30 2.64  -0.061
C -2.55 0.05 3.89  -0.557
C -3.23 1.24 4.57  -0.050
C -2.61 -1.18 4.82  -0.055
C -1.08 0.38 3.59  -0.162
C -0.27 0.64 4.71  -0.062
C 1.08 0.85 4.58  -0.097
C 1.63 0.81 3.31  -0.484
S 3.30 0.91 2.90  1.087
C 2.86 0.68 1.22  -0.561
N 1.58 0.61 0.97  0.013
C 0.85 0.62 2.16  -0.260
C -0.53 0.41 2.32  0.072
C 3.88 0.49 0.22  -0.296
C 5.25 0.57 0.54  -0.100
C 6.19 0.34 -0.44  -0.116
C 5.75 0.02 -1.73  -0.100
C 4.41 -0.06 -2.03  -0.139
C 3.41 0.17 -1.07  -0.220
H -4.36 -0.57 2.90  0.088
H -2.89 -1.15 2.11  0.093
H -3.37 0.53 1.94  0.075
H -4.27 0.99 4.80  0.079
H -3.23 2.11 3.91  0.088
H -2.74 1.52 5.50  0.070
H -3.65 -1.45 5.01  0.078
H -2.13 -0.98 5.79  0.068
H -2.10 -2.03 4.36  0.092
H -0.70 0.63 5.70  0.098
H 1.71 1.00 5.45  0.101
H -1.12 0.22 1.43  0.101
H 5.57 0.80 1.55  0.068
H 7.25 0.40 -0.21  0.085
H 6.47 -0.16 -2.53  0.082
H 4.13 -0.30 -3.05  -0.017
Se 2.35 -2.20 -6.63  -0.330
Sb 2.72 0.13 -5.87  -0.329
Se 1.19 0.51 -3.69  -0.041
Se 5.10 0.53 -5.49  -0.254
Se 1.60 1.80 -7.23  -0.328
C -7.12 0.17 -0.35  -0.069
C -5.63 0.34 -0.50  -0.290
C -5.03 1.58 -0.39  -0.041
C -3.66 1.75 -0.56  -0.356
C -3.07 3.12 -0.35  -0.107
C -2.85 0.65 -0.87  -0.501
Te -1.06 1.04 -2.04  0.939
C -3.45 -0.62 -0.95  -0.339
C -2.60 -1.83 -1.23  -0.095
C -4.82 -0.76 -0.75  -0.037
H -7.59 1.10 -0.03  0.065
H -7.36 -0.60 0.39  0.070
H -7.59 -0.14 -1.29  0.073
H -5.65 2.45 -0.17  0.108
H -3.60 3.64 0.46  0.069
H -3.14 3.74 -1.25  0.076
H -2.01 3.06 -0.08  0.041
H -1.69 -1.81 -0.63  0.055
H -2.28 -1.84 -2.28  0.062
H -3.14 -2.75 -1.03  0.069
H -5.26 -1.75 -0.81  0.110
N 3.83 4.83 0.19  0.125
N 3.15 4.00 -0.70  -0.286
N 3.28 4.09 -2.00  0.145
C 2.50 3.11 -2.41  -0.197
N 1.93 2.47 -1.37  -0.117
N 2.36 3.07 -0.28  0.101
H 4.57 5.25 -0.36  0.088
H 4.24 4.22 0.89  0.089
H 2.33 2.86 -3.44  0.059
C 2.19 -5.02 -2.71  -0.029
N 1.88 -3.92 -1.84  -0.099
C 2.05 -3.90 -0.42  -0.054
C 1.48 -2.53 -0.06  -0.469
O 1.43 -2.14 1.08  0.060
N 1.05 -1.89 -1.22  0.058
C 1.23 -2.79 -2.21  -0.404
N 0.71 -2.67 -3.41  0.192
H 3.08 -5.53 -2.33  0.088
H 2.42 -4.67 -3.71  0.080
H 1.37 -5.75 -2.77  0.089
H 3.09 -3.97 -0.10  0.134
H 1.46 -4.68 0.07  0.130
H 0.33 -1.75 -3.63  -0.010
H 1.09 -3.13 -4.24  0.014

Summary:
Kohn-Sham gap (spin up / spin down): 4.9756 / 4.6771 eV
HOMO level (spin up / spin down): -1.472 / -1.460 eV
DFT total energy: -12378.74558 hartree
LUMO level (spin up / spin down): 3.503 / 3.217 eV
Charge: -2
2S+1: 2
Energy above the lowest of the compared OMol25 structures with the same formula, charge and spin: 58.3 kcal/mol
Maximum force: 0.0220 Eh/bohr



(3)
C31H38Cl2N8O2PdS | wB97M-V/def2-TZVPD

Each line ends with the Löwdin charge.
Positions of all 83 atoms, in Å:
Pd -0.70 0.32 -0.77  0.633
C 1.49 4.02 -0.49  -0.060
N 1.09 2.97 0.43  -0.143
C -0.20 3.12 1.06  -0.056
C 1.75 1.77 0.51  -0.397
N 1.06 0.69 0.75  0.075
C 1.70 -0.34 1.44  -0.233
C 2.42 0.01 2.57  -0.034
C 3.31 -0.87 3.19  -0.079
C 3.50 -2.11 2.66  -0.055
C 2.71 -2.55 1.56  -0.165
C 2.94 -3.85 1.05  -0.050
C 2.20 -4.33 0.02  -0.079
C 1.12 -3.57 -0.47  -0.038
C 0.82 -2.33 0.06  -0.259
N -0.43 -1.80 -0.32  0.035
C -1.49 -2.54 -0.15  -0.383
N -1.63 -3.51 0.80  -0.133
C -2.37 -4.72 0.54  -0.054
C -0.82 -3.54 2.00  -0.029
N -2.57 -2.38 -0.99  -0.147
C -3.90 -2.26 -0.43  -0.044
C -2.38 -1.72 -2.26  -0.067
C 1.71 -1.71 1.00  -0.047
N 3.10 1.84 0.27  -0.141
C 3.86 0.69 -0.20  -0.053
C 3.91 2.88 0.86  -0.059
H 0.63 4.31 -1.09  0.074
H 2.27 3.66 -1.15  0.091
H 1.85 4.91 0.05  0.090
H -0.26 4.11 1.52  0.092
H -0.33 2.35 1.82  0.083
H -1.02 3.03 0.33  0.051
H 2.32 1.03 2.93  0.120
H 3.87 -0.54 4.05  0.103
H 4.22 -2.80 3.07  0.106
H 3.73 -4.44 1.49  0.108
H 2.39 -5.31 -0.41  0.103
H 0.47 -3.98 -1.22  0.122
H -2.75 -4.72 -0.47  0.089
H -3.21 -4.83 1.24  0.090
H -1.70 -5.59 0.67  0.093
H -0.48 -2.54 2.24  0.076
H 0.03 -4.21 1.89  0.093
H -1.45 -3.89 2.82  0.098
H -3.90 -2.54 0.62  0.090
H -4.60 -2.90 -0.97  0.091
H -4.25 -1.22 -0.52  0.082
H -1.49 -2.10 -2.76  0.079
H -2.24 -0.63 -2.13  0.035
H -3.26 -1.90 -2.88  0.095
H 3.21 0.05 -0.79  0.043
H 4.31 0.13 0.62  0.090
H 4.65 1.06 -0.85  0.086
H 3.28 3.61 1.36  0.085
H 4.50 3.40 0.10  0.092
H 4.59 2.45 1.60  0.092
Cl -1.16 2.35 -2.42  0.803
C 0.38 2.46 -3.23  -0.642
C 0.67 3.61 -3.94  -0.127
C 1.89 3.71 -4.59  -0.086
C 2.79 2.65 -4.53  -0.117
C 2.47 1.51 -3.82  -0.678
Cl 3.63 0.22 -3.78  0.679
C 1.25 1.37 -3.14  -0.672
S 0.88 -0.11 -2.30  0.676
H -0.05 4.41 -3.96  0.106
H 2.14 4.60 -5.14  0.103
H 3.75 2.70 -5.03  0.102
C -5.61 2.08 0.45  -0.025
N -4.44 1.41 0.97  -0.065
C -4.37 1.06 2.29  -0.070
C -3.28 0.47 2.79  0.009
C -2.14 0.20 1.92  -0.508
O -1.13 -0.35 2.35  0.015
N -2.25 0.58 0.60  0.047
C -3.36 1.19 0.12  -0.562
O -3.45 1.54 -1.06  -0.071
H -6.49 1.71 0.97  0.088
H -5.69 1.87 -0.61  0.088
H -5.54 3.16 0.58  0.096
H -5.25 1.28 2.88  0.126
H -3.21 0.18 3.82  0.107

Summary:
Kohn-Sham gap: 6.8962 eV
HOMO level: -6.979 eV
DFT total energy: -3239.12884 hartree
LUMO level: -0.082 eV
Energy above the lowest of the compared OMol25 structures with the same formula, charge and spin: 1.2 kcal/mol
Maximum force: 0.0110 Eh/bohr



(4)
C31H38I2N7O3RuS3 | wB97M-V/def2-TZVPD

Each line ends with the Löwdin charge.
Positions of all 85 atoms, in Å:
Ru 1.67 0.71 -0.34  0.959
N 3.91 0.07 3.04  0.230
C 3.46 0.24 1.80  -0.495
O 2.25 0.52 1.61  -0.142
C 4.38 0.16 0.63  -0.154
C 3.55 -0.19 -0.60  -0.291
H 3.29 0.18 3.82  0.138
H 4.86 -0.20 3.21  0.132
H 5.20 -0.55 0.79  0.131
H 4.83 1.15 0.54  0.120
H 3.44 -1.27 -0.67  0.011
H 4.04 0.15 -1.51  0.063
S -0.79 0.78 0.35  0.847
C -1.33 -0.76 0.65  -0.616
N -2.43 -1.05 1.31  -0.084
C -2.83 -2.43 1.57  -0.078
C -2.45 -3.28 0.40  -0.076
N -1.02 -3.13 0.13  -0.070
C -0.28 -4.35 -0.26  -0.107
C -0.38 -5.41 0.81  -0.236
C 0.34 -5.26 1.99  -0.036
C 0.25 -6.21 2.99  -0.062
C -0.57 -7.32 2.82  -0.061
C -1.29 -7.48 1.64  -0.057
C -1.20 -6.52 0.64  -0.048
C -0.48 -1.93 0.15  -0.575
S 1.10 -1.63 -0.33  0.804
C -3.29 -0.03 1.94  -0.100
C -4.60 0.11 1.21  -0.224
C -4.61 0.52 -0.13  -0.045
C -5.81 0.66 -0.80  -0.070
C -7.01 0.39 -0.15  -0.066
C -7.01 -0.02 1.18  -0.058
C -5.80 -0.17 1.85  -0.038
H -3.91 -2.46 1.72  0.141
H -2.34 -2.79 2.49  0.153
H -3.01 -2.99 -0.49  0.152
H -2.65 -4.33 0.61  0.131
H 0.76 -4.07 -0.43  0.072
H -0.69 -4.71 -1.21  0.134
H 0.99 -4.40 2.12  0.115
H 0.83 -6.10 3.90  0.111
H -0.64 -8.07 3.60  0.114
H -1.92 -8.35 1.50  0.114
H -1.75 -6.65 -0.28  0.119
H -2.74 0.91 1.97  0.092
H -3.47 -0.35 2.97  0.139
H -3.68 0.74 -0.63  0.090
H -5.82 0.98 -1.83  0.107
H -7.95 0.51 -0.67  0.113
H -7.94 -0.23 1.68  0.114
H -5.80 -0.49 2.89  0.118
N -0.47 -0.05 -3.83  0.207
C 0.69 0.03 -3.19  -0.611
O 0.87 0.90 -2.32  -0.181
C 1.80 -0.88 -3.63  -0.564
I 1.26 -2.92 -3.93  0.900
H -1.22 0.58 -3.59  0.132
H -0.62 -0.73 -4.56  0.090
H 2.60 -0.84 -2.90  0.014
H 2.17 -0.54 -4.60  0.070
N -0.74 3.73 -1.36  0.189
C -0.27 3.91 -0.10  -0.662
O 0.58 3.17 0.38  -0.154
C -0.88 5.06 0.66  -0.572
I 0.41 5.83 2.14  0.883
H -0.42 2.93 -1.88  0.077
H -1.47 4.31 -1.74  0.117
H -1.78 4.70 1.17  0.061
H -1.15 5.88 0.00  0.050
N 4.42 6.89 -2.51  0.096
C 4.53 6.36 -1.28  -0.820
S 5.26 7.13 -0.05  0.752
C 3.95 4.97 -1.12  -0.190
C 3.57 4.17 -2.19  0.017
C 3.04 2.92 -1.95  -0.096
N 2.87 2.43 -0.72  -0.069
C 3.23 3.20 0.32  -0.116
C 3.78 4.45 0.16  -0.024
H 4.81 7.80 -2.67  0.109
H 3.95 6.43 -3.28  0.092
H 3.69 4.47 -3.22  0.114
H 2.75 2.27 -2.76  0.109
H 3.05 2.81 1.31  0.118
H 4.06 5.04 1.02  0.086

Summary:
Kohn-Sham gap (spin up / spin down): 6.5192 / 6.4770 eV
HOMO level (spin up / spin down): -12.434 / -12.435 eV
DFT total energy: -3697.58127 hartree
LUMO level (spin up / spin down): -5.915 / -5.958 eV
Charge: +2
2S+1: 2
Energy above the lowest of the compared OMol25 structures with the same formula, charge and spin: 0.0 kcal/mol
Maximum force: 0.0142 Eh/bohr



- Which of these has the highest DFT total energy?
  C31H38Cl2N8O2PdS